[1]
{"formula": "C40H110N6O20", "method": "the ωB97M-V functional and the def2-TZVPD basis", "homo_lumo_gap_ev": 8.218, "e_tot_ev": -93140.5467, "e_above_lowest_ev": 5.831, "smiles": "COC[C@H](C)N.COC[C@H](C)N.COC[C@H](C)N.COC[C@H](C)N.COCCNCCOC.COCCNCCOC.OCCO.OCCO.OCCO.OCCO.OCCO.OCCO", "e_lumo_ev": 0.1, "largest_force_ev_per_a": 4.2, "symbols": ["C", "C", "C", "O", "C", "N", "H", "H", "H", "H", "H", "H", "H", "H", "H", "H", "H", "C", "C", "C", "O", "C", "N", "H", "H", "H", "H", "H", "H", "H", "H", "H", "H", "H", "C", "C", "C", "O", "C", "N", "H", "H", "H", "H", "H", "H", "H", "H", "H", "H", "H", "C", "C", "C", "O", "C", "N", "H", "H", "H", "H", "H", "H", "H", "H", "H", "H", "H", "C", "C", "O", "O", "H", "H", "H", "H", "H", "H", "C", "C", "O", "O", "H", "H", "H", "H", "H", "H", "C", "C", "O", "O", "H", "H", "H", "H", "H", "H", "C", "C", "O", "O", "H", "H", "H", "H", "H", "H", "C", "C", "O", "O", "H", "H", "H", "H", "H", "H", "C", "C", "O", "O", "H", "H", "H", "H", "H", "H", "C", "O", "C", "C", "N", "C", "C", "O", "C", "H", "H", "H", "H", "H", "H", "H", "H", "H", "H", "H", "H", "H", "H", "H", "C", "O", "C", "C", "N", "C", "C", "O", "C", "H", "H", "H", "H", "H", "H", "H", "H", "H", "H", "H", "H", "H", "H", "H"], "positions_angstrom": [[4.249, 4.517, 0.268], [4.990, 5.169, -0.919], [5.163, 4.303, -2.243], [5.663, 3.012, -1.847], [5.875, 2.112, -2.949], [4.286, 6.428, -1.198], [3.170, 4.634, 0.166], [4.524, 5.075, 1.163], [4.458, 3.449, 0.319], [6.030, 5.354, -0.651], [5.809, 4.713, -3.019], [4.164, 4.231, -2.673], [6.638, 2.583, -3.568], [4.896, 2.014, -3.418], [6.291, 1.175, -2.578], [4.864, 7.051, -1.745], [3.555, 6.255, -1.872], [-3.185, -0.753, 3.625], [-3.789, -1.541, 2.522], [-4.327, -0.704, 1.404], [-5.265, 0.266, 1.732], [-6.567, -0.222, 2.073], [-2.838, -2.602, 2.118], [-3.761, -0.014, 4.182], [-2.274, -0.195, 3.409], [-2.742, -1.505, 4.278], [-4.676, -2.036, 2.918], [-4.619, -1.335, 0.565], [-3.519, -0.309, 0.787], [-6.565, -1.080, 2.746], [-7.210, -0.410, 1.214], [-7.187, 0.503, 2.600], [-2.058, -2.279, 1.564], [-3.278, -3.240, 1.472], [-1.915, 7.813, 0.022], [-2.219, 6.345, 0.619], [-1.053, 5.318, 0.725], [-1.418, 4.102, 1.539], [-2.240, 3.189, 0.826], [-2.681, 6.520, 2.010], [-1.498, 8.599, 0.651], [-2.901, 8.221, -0.204], [-1.251, 7.739, -0.839], [-3.046, 5.861, 0.098], [-0.345, 5.766, 1.423], [-0.605, 5.154, -0.255], [-1.766, 2.764, -0.059], [-3.273, 3.491, 0.653], [-2.392, 2.323, 1.470], [-1.958, 6.472, 2.713], [-3.127, 5.677, 2.342], [0.904, 5.250, 6.788], [0.182, 4.243, 5.881], [-1.372, 4.177, 6.151], [-2.165, 3.162, 5.440], [-2.432, 2.042, 6.312], [0.426, 4.530, 4.489], [0.345, 6.183, 6.708], [1.991, 5.281, 6.712], [0.716, 5.002, 7.832], [0.524, 3.235, 6.119], [-1.986, 4.993, 5.770], [-1.400, 4.232, 7.239], [-2.828, 2.294, 7.295], [-1.559, 1.436, 6.556], [-3.191, 1.469, 5.779], [0.120, 5.431, 4.150], [-0.063, 3.839, 3.938], [3.366, -0.171, -6.106], [2.306, -0.069, -4.979], [1.941, 1.319, -4.778], [4.625, 0.231, -5.566], [3.143, 0.563, -6.881], [3.390, -1.244, -6.292], [2.726, -0.611, -4.131], [1.420, -0.662, -5.208], [1.511, 1.334, -3.920], [4.706, 1.132, -5.888], [5.683, 2.971, 3.673], [6.777, 2.997, 2.517], [7.900, 2.223, 2.759], [5.279, 1.672, 4.159], [4.769, 3.417, 3.283], [6.045, 3.578, 4.503], [7.154, 3.995, 2.297], [6.383, 2.719, 1.539], [8.630, 2.760, 3.075], [6.099, 1.293, 4.485], [-5.834, -4.292, 0.849], [-6.796, -3.908, -0.259], [-7.084, -4.794, -1.292], [-4.560, -4.395, 0.270], [-6.112, -5.241, 1.308], [-5.821, -3.566, 1.662], [-6.501, -2.945, -0.675], [-7.757, -3.730, 0.224], [-6.352, -5.033, -1.865], [-4.522, -5.118, -0.361], [0.389, -3.587, -5.695], [-0.837, -3.776, -6.513], [-1.748, -4.657, -5.879], [1.407, -2.872, -6.457], [0.760, -4.479, -5.189], [0.176, -2.897, -4.879], [-0.566, -4.130, -7.507], [-1.200, -2.758, -6.655], [-1.344, -5.521, -5.994], [1.980, -3.536, -6.846], [3.421, -1.147, 3.339], [2.076, -0.816, 4.020], [1.880, 0.552, 4.110], [4.488, -1.058, 4.249], [3.477, -0.559, 2.423], [3.439, -2.215, 3.120], [2.078, -1.156, 5.056], [1.275, -1.368, 3.529], [2.445, 0.910, 4.799], [4.606, -0.112, 4.358], [-3.557, 0.107, -5.070], [-2.740, 1.352, -5.351], [-3.481, 2.265, -6.147], [-4.300, 0.349, -3.957], [-2.743, -0.609, -4.955], [-4.117, -0.222, -5.945], [-1.839, 1.111, -5.915], [-2.186, 1.817, -4.537], [-3.030, 3.098, -6.301], [-5.087, 0.527, -4.477], [-2.745, -1.941, -1.552], [-1.486, -1.783, -0.807], [-0.347, -1.288, -1.510], [-0.380, 0.294, -1.660], [0.895, 0.928, -2.157], [2.092, 0.550, -1.418], [1.963, 0.953, 0.078], [1.783, 2.357, 0.076], [1.499, 2.804, 1.366], [-3.286, -1.051, -1.874], [-3.364, -2.550, -0.894], [-2.505, -2.456, -2.483], [-0.175, -1.817, -2.447], [0.480, -1.526, -0.841], [-0.669, 0.841, -0.763], [-1.157, 0.609, -2.357], [0.842, 1.916, -1.953], [2.922, 0.941, -2.007], [2.176, -0.535, -1.474], [2.872, 0.582, 0.551], [1.145, 0.384, 0.521], [0.563, 2.391, 1.743], [1.409, 3.886, 1.266], [2.254, 2.632, 2.133], [-1.506, -11.354, 0.208], [-0.660, -10.227, 0.355], [-0.900, -9.070, -0.386], [-0.084, -7.806, -0.022], [-0.649, -6.658, -0.834], [-0.394, -5.264, -0.535], [1.072, -4.834, -0.082], [1.728, -4.138, -1.169], [2.162, -4.983, -2.231], [-0.988, -12.256, 0.535], [-1.966, -11.526, -0.765], [-2.257, -11.338, 0.998], [-1.943, -8.788, -0.241], [-0.789, -9.314, -1.443], [0.930, -7.939, -0.401], [-0.079, -7.645, 1.056], [-1.069, -6.887, -1.724], [-1.050, -4.994, 0.293], [-0.739, -4.612, -1.337], [1.595, -5.578, 0.519], [0.898, -4.109, 0.713], [2.856, -4.529, -2.938], [1.357, -5.342, -2.872], [2.763, -5.730, -1.711]], "mulliken_charge": [-0.6874, 0.3191, -0.8046, -0.2207, -0.8107, -0.7459, 0.0440, 0.2498, 0.1353, 0.3861, 0.3941, 0.2822, 0.3698, 0.2855, 0.2625, 0.2832, 0.2846, -1.9791, 1.1402, 0.6965, -0.3999, -0.7263, -0.6218, 0.2813, 0.3832, 0.4076, -0.0032, -0.2057, -0.3203, 0.3040, 0.2824, 0.3124, 0.0866, 0.2089, -1.4546, 0.2161, -0.8151, 0.2701, -1.0312, -0.7825, 0.3463, 0.3648, 0.3322, 0.4160, 0.3183, 0.3375, 0.3559, 0.3852, 0.1532, 0.2676, 0.3483, -1.5855, 0.6757, -0.9062, -0.1497, -0.6150, -0.4278, 0.3669, 0.3469, 0.4170, 0.1595, 0.2474, 0.4345, 0.3707, 0.2898, 0.1022, 0.2209, 0.1395, -0.6942, 0.5653, -0.7161, -0.5373, 0.3520, 0.1640, 0.1036, -0.0655, 0.4815, 0.3403, -0.4065, -0.1458, -0.5711, -0.5232, 0.1803, 0.3008, 0.4348, 0.0084, 0.3397, 0.2882, -0.1141, -0.4284, -0.5399, -0.5287, 0.3469, 0.0857, 0.2204, 0.3794, 0.3170, 0.2813, 0.6460, -0.6252, -0.5053, -0.4476, 0.3511, -0.5620, 0.3011, 0.3083, 0.3320, 0.2641, -0.2601, -0.5506, -0.3124, -0.5785, 0.1393, 0.3597, 0.3672, 0.3582, 0.2209, 0.4717, -0.2072, -0.4078, -0.5676, -0.4425, -0.0020, 0.3985, 0.3495, 0.2626, 0.3084, 0.3450, -0.6477, 0.6236, 0.0378, -0.7816, -0.1900, -1.0204, -0.1258, -0.1402, -0.6949, 0.2960, -0.1598, 0.3731, -0.4668, 0.1839, -0.0856, 0.3603, 0.3734, 0.4155, 0.3537, 0.2081, 0.1670, 0.4148, 0.0605, 0.2091, -0.7489, -0.3536, -0.6906, -0.3745, -0.0307, -0.9479, -0.6064, -0.2154, -0.8217, 0.2788, 0.3038, 0.2912, 0.3718, 0.3084, 0.2044, 0.3473, 0.3022, 0.4135, 0.3714, 0.5226, 0.2368, 0.2787, 0.2129, 0.3596]}

***

[2]
{"formula": "C38H52ClCuN7O4", "method": "the ωB97M-V functional and the def2-TZVPD basis", "spin_multiplicity": 2, "homo_lumo_gap_ev": [7.449, 7.444], "s_squared": 0.75, "e_tot_ev": -116036.1352, "e_above_lowest_ev": 0.000, "e_lumo_ev": [-0.6, -0.6], "largest_force_ev_per_a": 0.5, "symbols": ["Cu", "N", "C", "C", "O", "N", "C", "C", "O", "O", "H", "H", "H", "H", "H", "H", "C", "C", "C", "C", "C", "C", "C", "N", "C", "C", "C", "C", "C", "C", "C", "N", "C", "C", "C", "C", "H", "H", "H", "H", "H", "H", "H", "H", "H", "H", "H", "H", "H", "H", "H", "H", "H", "H", "H", "H", "H", "H", "H", "H", "C", "C", "C", "C", "C", "O", "C", "C", "C", "C", "C", "C", "Cl", "C", "C", "C", "N", "C", "N", "C", "N", "H", "H", "H", "H", "H", "H", "H", "H", "H", "H", "H", "H", "H", "H", "H", "H", "H", "H", "H", "H", "H", "H"], "positions_angstrom": [[-1.776, 1.961, -0.275], [-2.775, 3.557, -1.448], [-2.462, 4.817, -0.744], [-2.290, 4.565, 0.757], [-2.521, 5.462, 1.568], [-1.855, 3.337, 1.020], [-1.825, 2.866, 2.381], [-1.942, 1.341, 2.395], [-1.751, 0.732, 3.447], [-2.191, 0.765, 1.265], [-2.590, 3.654, -2.440], [-3.764, 3.352, -1.353], [-3.225, 5.582, -0.879], [-1.520, 5.206, -1.135], [-2.643, 3.292, 2.968], [-0.902, 3.133, 2.906], [2.575, 2.733, -6.234], [2.481, 1.427, -5.432], [3.862, 1.073, -4.860], [2.043, 0.307, -6.374], [1.505, 1.623, -4.279], [1.739, 2.613, -3.324], [0.855, 2.769, -2.275], [-0.234, 2.026, -2.128], [-0.481, 1.080, -3.025], [0.366, 0.847, -4.108], [-1.686, 0.255, -2.761], [-2.205, -0.649, -3.674], [-3.298, -1.448, -3.342], [-3.822, -1.292, -2.064], [-3.272, -0.353, -1.209], [-2.241, 0.414, -1.553], [-3.856, -2.436, -4.356], [-2.750, -3.423, -4.756], [-5.037, -3.230, -3.795], [-4.328, -1.664, -5.596], [3.281, 2.615, -7.058], [2.919, 3.562, -5.615], [1.604, 3.004, -6.654], [4.575, 0.928, -5.674], [3.817, 0.152, -4.276], [4.247, 1.864, -4.215], [2.770, 0.209, -7.182], [1.072, 0.516, -6.827], [1.990, -0.655, -5.860], [2.609, 3.252, -3.379], [1.025, 3.515, -1.505], [0.150, 0.046, -4.799], [-1.758, -0.735, -4.655], [-4.652, -1.886, -1.713], [-3.640, -0.206, -0.200], [-2.392, -3.980, -3.888], [-1.896, -2.917, -5.209], [-3.138, -4.138, -5.484], [-4.747, -3.818, -2.922], [-5.403, -3.921, -4.554], [-5.866, -2.577, -3.515], [-3.512, -1.109, -6.063], [-5.116, -0.954, -5.336], [-4.726, -2.360, -6.336], [4.291, -0.079, 2.593], [3.739, -1.058, 3.640], [3.225, -2.299, 2.900], [4.923, -1.454, 4.533], [2.604, -0.415, 4.519], [3.015, 0.853, 5.025], [2.364, -1.278, 5.777], [1.033, -1.113, 6.533], [-0.071, -2.002, 6.004], [0.075, -3.389, 6.059], [-0.895, -4.237, 5.550], [-2.029, -3.684, 4.975], [-3.242, -4.745, 4.306], [-2.213, -2.315, 4.919], [-1.233, -1.485, 5.443], [1.277, -0.238, 3.772], [1.332, 0.633, 2.613], [0.703, 0.458, 1.452], [0.738, 1.565, 0.730], [1.416, 2.416, 1.543], [1.791, 1.895, 2.689], [5.143, -0.548, 2.095], [4.645, 0.843, 3.055], [3.563, 0.176, 1.825], [4.059, -2.802, 2.405], [2.501, -2.031, 2.126], [2.752, -3.022, 3.569], [5.761, -1.768, 3.907], [4.687, -2.283, 5.200], [5.248, -0.604, 5.136], [2.860, 1.521, 4.339], [3.182, -1.020, 6.448], [2.483, -2.333, 5.526], [0.718, -0.068, 6.540], [1.215, -1.374, 7.578], [0.962, -3.819, 6.512], [-0.779, -5.311, 5.599], [-3.088, -1.886, 4.450], [-1.382, -0.416, 5.365], [0.550, 0.211, 4.448], [0.864, -1.186, 3.438], [0.189, -0.457, 1.200], [1.627, 3.444, 1.293]], "mulliken_spin": [0.6936, 0.0443, -0.0027, 0.0068, 0.0085, 0.1531, -0.0139, -0.0057, 0.0146, 0.0729, -0.0044, -0.0058, 0.0015, 0.0010, -0.0017, 0.0024, 0.0000, 0.0000, -0.0001, 0.0001, 0.0000, -0.0008, -0.0021, 0.0062, -0.0069, -0.0005, -0.0010, 0.0026, -0.0019, 0.0037, -0.0078, 0.0474, 0.0000, -0.0002, -0.0001, -0.0003, 0.0000, 0.0000, 0.0000, 0.0000, 0.0000, 0.0000, 0.0000, 0.0000, 0.0000, 0.0003, -0.0005, 0.0001, 0.0007, 0.0009, -0.0009, 0.0000, 0.0000, 0.0000, -0.0001, 0.0000, -0.0001, 0.0001, 0.0000, 0.0000, 0.0001, 0.0000, 0.0000, 0.0000, -0.0002, 0.0000, 0.0000, 0.0000, 0.0002, 0.0000, 0.0000, -0.0001, 0.0000, -0.0001, 0.0010, -0.0008, 0.0002, 0.0036, -0.0065, -0.0024, 0.0002, 0.0000, 0.0000, 0.0000, 0.0000, 0.0000, 0.0000, 0.0000, 0.0000, 0.0000, 0.0001, 0.0000, 0.0000, 0.0000, 0.0000, 0.0000, 0.0000, -0.0001, -0.0004, 0.0001, 0.0003, 0.0006, 0.0006]}

***

[3]
{"formula": "C23H29N3O3", "method": "the ωB97M-V functional and the def2-TZVPD basis", "homo_lumo_gap_ev": 8.751, "e_tot_ev": -34935.8828, "e_above_lowest_ev": 1.795, "smiles": "CCN(CCCNC(=O)C[C@H]1Oc2ccc(C)cc2NC1=O)Cc1ccccc1", "e_lumo_ev": 0.6, "largest_force_ev_per_a": 0.8, "symbols": ["C", "H", "H", "H", "C", "N", "C", "H", "C", "H", "H", "C", "N", "C", "O", "C", "H", "H", "C", "C", "O", "N", "C", "C", "C", "C", "C", "C", "O", "H", "H", "C", "H", "H", "H", "H", "H", "H", "H", "H", "H", "H", "C", "C", "C", "C", "C", "C", "C", "H", "H", "H", "H", "H", "H", "H", "H", "H"], "positions_angstrom": [[-4.008, -2.861, -0.702], [-4.102, -3.930, -0.879], [-4.858, -2.526, -0.115], [-4.027, -2.356, -1.664], [-2.715, -2.575, 0.058], [-2.663, -1.206, 0.538], [-1.814, -1.032, 1.698], [-2.219, -1.657, 2.500], [-0.321, -1.356, 1.502], [0.018, -0.974, 0.538], [-0.165, -2.438, 1.508], [0.518, -0.702, 2.597], [1.933, -0.940, 2.418], [2.771, -0.001, 1.931], [2.408, 1.118, 1.631], [4.218, -0.453, 1.805], [4.848, 0.233, 2.373], [4.352, -1.468, 2.179], [4.669, -0.389, 0.329], [4.720, 1.082, -0.089], [5.602, 1.813, 0.303], [3.733, 1.496, -0.911], [2.716, 0.668, -1.374], [1.649, 1.169, -2.101], [0.675, 0.322, -2.618], [0.784, -1.040, -2.374], [1.836, -1.551, -1.631], [2.812, -0.705, -1.132], [3.883, -1.247, -0.476], [1.925, -2.610, -1.448], [0.043, -1.718, -2.773], [-0.457, 0.890, -3.419], [-1.050, 1.572, -2.810], [-1.107, 0.100, -3.787], [-0.074, 1.450, -4.271], [1.585, 2.233, -2.275], [3.677, 2.487, -1.107], [5.692, -0.782, 0.266], [2.265, -1.881, 2.556], [0.218, -1.074, 3.582], [0.380, 0.381, 2.567], [-1.909, 0.010, 2.012], [-2.382, -0.255, -0.534], [-2.407, 1.166, -0.043], [-3.619, 1.767, 0.277], [-3.657, 3.070, 0.740], [-2.483, 3.788, 0.891], [-1.271, 3.196, 0.579], [-1.234, 1.893, 0.115], [-0.280, 1.440, -0.117], [-0.349, 3.745, 0.703], [-2.513, 4.806, 1.254], [-4.605, 3.526, 0.985], [-4.532, 1.202, 0.165], [-3.165, -0.381, -1.285], [-1.413, -0.463, -1.016], [-2.681, -3.229, 0.934], [-1.850, -2.821, -0.582]], "nbo_charge": [-0.6119, 0.2094, 0.2135, 0.1996, -0.2109, -0.4439, -0.2139, 0.1931, -0.4406, 0.2166, 0.1945, -0.2258, -0.6024, 0.6769, -0.6405, -0.5088, 0.2591, 0.2119, 0.0161, 0.6721, -0.5952, -0.5847, 0.1034, -0.2391, -0.0078, -0.2320, -0.2579, 0.3111, -0.5011, 0.2246, 0.2131, -0.6355, 0.2276, 0.2148, 0.2209, 0.2123, 0.4168, 0.2229, 0.3938, 0.1918, 0.2346, 0.2093, -0.2511, -0.0405, -0.1578, -0.2251, -0.2202, -0.1978, -0.2300, 0.2268, 0.2151, 0.2122, 0.2111, 0.2057, 0.2064, 0.1817, 0.1937, 0.1620]}